# 1
{"formula": "C2H5IN3", "method": "ωB97M-V with the def2-TZVPD basis set", "elements": ["N", "I", "H", "H", "C", "H", "H", "C", "N", "H", "N"], "positions_angstrom": [[-0.17453, -0.78584, 0.07755], [-0.05447, -1.73825, 2.87285], [-1.56003, 0.59827, 0.05208], [2.01244, -1.02387, 1.17991], [1.57481, -0.52733, 2.05183], [2.27411, -0.30660, 2.75910], [-1.73275, 0.95329, -2.20341], [-0.84961, 0.01354, -0.61053], [-1.16433, 0.22862, -1.83386], [-0.88601, -0.38090, -2.50269], [0.35117, 0.09219, 2.05248]], "atomic_forces_ev_per_a": [[2.13, -0.25, 1.09], [-0.11, -1.00, 1.00], [1.23, 0.25, -0.09], [-0.54, 0.06, -0.32], [-1.84, -0.48, -2.08], [1.67, 0.81, 2.40], [-0.59, 0.68, 0.60], [-2.74, 2.19, 3.78], [-0.35, 0.50, -1.36], [1.30, -2.20, -2.53], [-0.17, -0.54, -2.49]], "gap_ev": [7.42, 7.41], "fmax_ha_per_bohr": 0.10023, "total_charge": 1, "multiplicity": 1}

# 2
{"formula": "H12O6Zn", "method": "ωB97M-V with the def2-TZVPD basis set", "elements": ["H", "O", "H", "H", "H", "H", "O", "Zn", "H", "H", "O", "O", "H", "O", "H", "H", "H", "O", "H"], "positions_angstrom": [[1.42728, -1.76238, -1.40841], [0.37309, 1.79898, -1.03603], [-1.39810, 1.01627, 2.21919], [-0.04306, 2.65494, -0.85836], [-2.12006, 0.52268, -1.73462], [0.40588, -1.37054, -2.50560], [-1.92672, -0.00640, -0.94736], [-0.03608, 0.00622, -0.03353], [0.98530, 1.93660, -1.77415], [-2.77822, -0.34736, -0.63858], [0.77435, -1.09085, -1.65543], [-0.64007, 1.16166, 1.63479], [2.20916, -0.32960, 1.78175], [-0.53146, -1.79238, 0.97412], [-0.14569, 1.90440, 2.01000], [-1.07340, -2.57144, 0.78162], [2.71193, 0.27388, 0.45590], [1.91277, -0.03220, 0.91006], [-0.10689, -1.97251, 1.82462]], "atomic_forces_ev_per_a": [[-0.04, 0.04, -0.12], [0.07, 0.16, -0.17], [0.02, 0.01, -0.11], [0.03, -0.09, 0.02], [0.03, -0.02, 0.08], [-0.07, 0.09, 0.08], [-0.20, 0.04, -0.12], [-0.09, -0.09, 0.02], [-0.06, -0.06, 0.07], [0.10, -0.01, 0.03], [0.25, -0.08, 0.18], [-0.06, 0.04, 0.14], [-0.09, 0.03, -0.04], [0.10, -0.02, 0.32], [0.01, -0.10, -0.04], [0.03, 0.12, -0.16], [-0.08, 0.00, 0.05], [0.15, -0.01, -0.19], [-0.11, -0.06, -0.04]], "gap_ev": 13.36, "fmax_ha_per_bohr": 0.00658, "total_charge": 2, "multiplicity": 1}

# 3
{"formula": "C28H22O", "method": "ωB97M-V with the def2-TZVPD basis set", "elements": ["O", "C", "H", "C", "H", "C", "C", "C", "C", "C", "H", "C", "H", "H", "H", "C", "C", "C", "H", "H", "C", "C", "C", "H", "C", "C", "H", "H", "C", "H", "C", "C", "C", "H", "H", "H", "C", "H", "C", "H", "H", "H", "C", "C", "H", "C", "C", "C", "C", "H", "H"], "positions_angstrom": [[-1.77271, -3.56400, -2.00162], [0.34553, 5.25697, -0.67258], [0.49980, -0.76003, 0.70671], [0.49548, 3.94358, -0.23936], [5.59259, 0.03914, 0.94263], [-3.41225, -4.71960, -0.70370], [-4.75453, -4.88784, -0.35021], [-1.36585, -2.27488, -1.68523], [-5.76582, -4.31666, -1.13566], [-0.36628, 0.29163, -1.00420], [-0.44453, 6.56880, -2.22158], [-1.72906, -1.17356, -2.45726], [-0.26307, -3.02843, -0.00401], [3.49370, -0.33455, 5.48526], [2.20316, 2.05848, 4.72780], [-0.08563, -0.87623, -0.20871], [-0.53177, -2.13475, -0.56683], [-0.87326, 4.48774, -2.61949], [6.26071, -1.80676, 2.50486], [5.16100, -2.05710, 4.71727], [-1.23202, 0.07788, -2.12729], [0.24059, 1.50580, -0.58154], [4.85456, -1.25041, 4.04336], [-1.45367, 4.68839, -3.52593], [2.57397, 2.52009, 2.54567], [3.41312, 0.62348, 3.55200], [0.93376, 3.73491, 0.74166], [3.26816, 1.99765, 0.45905], [-3.11301, -3.87687, -1.78002], [0.73614, 6.08206, -0.06956], [-0.69948, 3.17202, -2.21379], [3.91286, 0.66808, 2.16708], [2.62841, 1.78877, 3.76233], [0.93634, 1.39117, 0.25140], [2.09494, 3.48630, 2.43227], [-6.81672, -4.48976, -0.88197], [0.01692, 2.83829, -1.02884], [-3.80860, -2.68953, -3.43354], [5.02437, -0.13610, 1.86028], [-6.21774, -3.15060, -2.91276], [-1.16330, 2.39022, -2.80256], [-2.38073, -1.29902, -3.32811], [-5.43761, -3.55405, -2.26290], [3.23860, 1.77364, 1.53074], [-1.54154, 0.89794, -2.76263], [-4.09817, -3.30490, -2.58155], [5.44728, -1.12511, 2.77279], [-0.32940, 5.54126, -1.87453], [3.88547, -0.33055, 4.46263], [-2.59721, -5.19325, -0.15491], [-5.00350, -5.48973, 0.52708]], "atomic_forces_ev_per_a": [[0.24, 0.19, -0.11], [-0.23, 0.01, -0.21], [0.00, 0.00, -0.37], [-0.11, -0.44, -0.32], [-0.31, -0.27, 0.13], [-0.32, 0.45, -0.23], [0.10, -0.13, -0.38], [0.09, -0.58, 0.32], [0.08, -0.01, -0.06], [-0.22, -1.17, -0.14], [0.05, -0.28, 0.17], [0.10, 0.22, 0.03], [-0.12, 0.31, -0.06], [0.19, -0.09, -0.33], [0.05, 0.11, -0.34], [0.18, 0.33, -0.31], [-0.27, 0.23, -0.24], [0.00, -0.08, 0.08], [-0.26, 0.34, 0.04], [0.03, 0.38, -0.25], [0.08, -0.02, 0.21], [-0.32, 0.04, 0.41], [-0.09, 0.06, -0.15], [0.30, -0.02, 0.34], [-0.08, -1.24, 0.35], [1.05, -0.21, -0.75], [0.04, 0.03, -0.53], [0.26, 0.17, 0.53], [-0.10, 0.31, 0.29], [-0.15, -0.36, -0.18], [-0.04, 0.22, 0.19], [-0.06, -0.38, 1.47], [-0.34, 0.73, -0.70], [-0.32, 0.15, 0.11], [-0.04, -0.22, -0.05], [0.44, 0.11, -0.08], [-0.01, 1.05, -0.18], [-0.25, -0.30, 0.27], [-0.41, -0.17, 0.01], [0.19, -0.11, 0.32], [0.38, 0.60, 0.05], [0.41, 0.14, 0.44], [0.15, -0.09, 0.04], [0.22, 0.64, 0.06], [0.09, -0.50, 0.19], [-0.23, -0.38, 0.33], [-0.21, 0.17, 0.08], [0.18, -0.35, 0.27], [-0.13, 0.00, -0.37], [-0.26, 0.25, -0.07], [0.02, 0.18, -0.34]], "gap_ev": 2.65, "fmax_ha_per_bohr": 0.02961, "multiplicity": 1}

# 4
{"formula": "C13H34BrF3O9SV", "method": "ωB97M-V with the def2-TZVPD basis set", "elements": ["H", "C", "H", "O", "C", "C", "H", "H", "H", "C", "H", "H", "C", "O", "C", "O", "C", "O", "O", "H", "C", "H", "H", "H", "F", "H", "C", "F", "H", "H", "O", "H", "O", "O", "H", "H", "H", "H", "C", "V", "H", "Br", "H", "S", "F", "C", "H", "H", "H", "H", "C", "C", "H", "H", "H", "H", "H", "H", "H", "H", "H", "O"], "positions_angstrom": [[-2.28692, -3.55295, -2.35651], [1.37991, 3.06297, -2.85529], [-3.44780, 0.60919, 3.40843], [-0.34830, 0.64410, 1.26132], [3.02099, 2.55533, 0.59023], [-3.11967, -0.42975, 3.44063], [-2.82651, 0.07619, -2.59259], [0.92899, -4.26691, -1.03626], [4.53892, -3.49475, -1.53680], [-2.08679, -3.06720, -1.40147], [1.73573, -1.70705, -1.94666], [2.72825, 0.07222, 2.02664], [-0.51218, 3.79789, 3.02403], [0.53387, 1.07100, -1.21993], [-1.09779, 4.01514, 1.61526], [0.62923, 3.00163, 2.85348], [3.98184, -2.55892, -1.49232], [-1.24394, 2.60212, -2.05735], [-0.23409, 0.90619, -3.53863], [3.29479, 2.85511, 1.60180], [3.31018, 1.08343, 0.47031], [3.24314, 0.84128, -0.59033], [1.14062, 2.83041, 3.64769], [2.47824, -4.90492, -1.29485], [1.05462, 3.59730, -4.03331], [-5.10327, -1.04474, 2.81738], [-3.04193, -0.97368, -2.39391], [2.48403, 2.37866, -2.98767], [-3.17342, -1.45794, -3.36153], [-1.41106, 3.05590, 1.20317], [2.38810, 0.24757, 1.14621], [-2.96511, -3.23017, -0.77689], [-3.80127, -0.92524, 1.19970], [1.83050, -1.65018, -0.99305], [-4.28595, -0.11612, 1.02081], [3.65181, 3.06891, -0.13530], [-2.43866, -1.11996, 0.16364], [-3.84170, -2.29089, 2.77327], [1.88617, -4.01090, -1.49053], [0.39150, -0.44465, 0.35799], [-1.28899, -3.60695, -0.89129], [0.37238, -2.48286, 2.19174], [-4.00755, -1.12792, -1.91235], [-0.03095, 1.82059, -2.37496], [1.44343, 4.02264, -1.90818], [2.61924, -2.84771, -0.80899], [3.72482, -2.27549, -2.51296], [-3.28611, -0.75047, 4.46899], [4.57913, -1.82276, -0.95434], [-1.21031, 3.25978, 3.66524], [-4.05914, -1.24152, 2.57416], [-1.85574, -1.61790, -1.64499], [-0.17746, 4.73067, 3.47787], [-2.05934, -0.52404, 3.20629], [1.68584, -3.78450, -2.53777], [-0.30733, 4.43168, 0.99095], [-1.93224, 4.71554, 1.65035], [-0.94677, -1.54885, -2.24257], [1.98230, 2.80345, 0.37193], [2.71134, -3.10095, 0.24717], [4.32537, 0.83808, 0.78223], [-1.64675, -1.01640, -0.36904]], "atomic_forces_ev_per_a": [[0.04, -0.21, -0.03], [-2.82, -0.68, 0.45], [0.36, 0.23, -0.08], [1.57, -2.53, -1.55], [0.26, -0.07, 0.48], [-0.84, 0.27, 0.71], [-0.20, 0.04, 0.17], [-0.09, 0.52, 0.24], [0.15, 0.05, -0.05], [-0.66, -1.36, -0.17], [-0.58, 0.95, -0.39], [-0.50, -0.23, 0.20], [-0.08, 0.05, -0.42], [0.71, -0.25, 0.29], [0.40, -0.04, 0.90], [1.14, -0.88, -0.76], [-0.94, -0.98, 0.62], [2.50, -0.75, -0.15], [1.12, 1.74, 1.85], [-0.23, 0.48, -0.05], [0.22, 0.38, -1.59], [-0.06, -0.37, -0.01], [-0.42, 0.28, 0.26], [0.19, -0.09, -0.73], [0.27, 0.19, 0.47], [-0.03, -0.03, -0.01], [0.70, -0.13, -0.24], [1.10, 0.11, 0.28], [0.29, -0.05, -0.13], [-0.02, 0.12, -0.07], [-0.52, -0.63, -0.02], [-0.23, 0.14, 0.01], [-0.61, -0.44, -0.13], [-0.40, -0.09, 0.45], [0.10, 0.16, -0.25], [0.09, 0.14, 0.10], [-0.60, 0.11, 1.02], [-0.17, -0.13, -0.57], [0.15, 0.03, 0.85], [-2.40, 2.76, 2.54], [0.30, 0.32, -0.10], [0.19, 1.01, -1.16], [0.15, 0.18, 0.50], [-3.10, -1.06, -1.75], [0.54, -0.61, -0.82], [0.45, -0.63, -0.28], [0.46, 0.30, -0.10], [0.20, -0.01, 0.21], [-0.21, 0.14, -0.23], [-0.32, 0.27, 0.17], [1.16, 0.04, 0.28], [-0.79, -0.37, -0.31], [-0.51, 0.31, 0.13], [-0.18, -0.10, -0.25], [0.35, -0.34, -0.23], [-0.10, 0.00, -0.13], [-0.04, -0.07, -0.05], [0.09, 0.67, 0.09], [0.06, -0.17, 0.20], [-0.08, 0.56, 0.06], [0.02, -0.01, 0.16], [2.37, 0.77, -0.89]], "gap_ev": [8.74, 9.32], "fmax_ha_per_bohr": 0.08656, "multiplicity": 2}

# 5
{"formula": "C22H15AsMnO5", "method": "ωB97M-V with the def2-TZVPD basis set", "elements": ["C", "H", "C", "H", "C", "C", "Mn", "H", "H", "C", "H", "C", "O", "C", "O", "H", "H", "C", "C", "H", "C", "H", "H", "O", "C", "C", "As", "H", "H", "C", "C", "C", "C", "O", "H", "C", "C", "C", "H", "C", "C", "O", "C", "H"], "positions_angstrom": [[2.88772, 0.89989, 3.03138], [-2.65961, 1.72478, 3.00685], [0.02412, 2.17791, -1.24984], [3.66158, -0.05985, 6.73730], [4.50028, 0.50876, 4.79852], [-2.91779, 3.36366, 4.42379], [0.00421, 0.30577, -0.12254], [2.64224, 1.23148, 2.02984], [5.53345, 0.50204, 5.13944], [4.21064, 0.84996, 3.47159], [-3.96928, 3.55345, 4.15136], [-2.03622, -3.58061, 4.21592], [0.00157, -1.45290, -2.58555], [-0.81660, -1.15863, 3.66631], [-0.03774, 0.89320, 1.74399], [0.77615, 2.57315, 5.35296], [1.04042, -2.08839, 4.12465], [-1.38800, -0.66023, 0.26073], [2.15491, 0.19746, 5.23959], [5.01252, 1.09475, 2.77616], [3.47303, 0.18908, 5.69324], [1.33427, -0.04353, 5.91034], [-0.03878, -4.28860, 4.69179], [2.27618, -1.34271, 0.66937], [1.33211, -0.70759, 0.39042], [1.86276, 0.54411, 3.91160], [0.00928, 0.58363, 3.45313], [-0.41685, 4.47030, 6.54576], [-2.52377, -4.53022, 4.44555], [-0.02842, -2.24352, 4.04961], [-2.21436, 2.33084, 3.78866], [-0.92587, 3.87310, 5.77458], [-2.19642, -1.27299, 3.53184], [0.02539, 3.24422, -1.67839], [-3.88618, -2.56908, 3.65684], [-0.25317, 2.82758, 5.13334], [-0.64631, -3.45672, 4.35027], [-2.26144, 4.12707, 5.40999], [-2.80530, 4.93478, 5.89912], [-2.81022, -2.49607, 3.78352], [-0.89951, 2.03440, 4.17404], [-2.41348, -1.24498, 0.36897], [0.02245, -0.67870, -1.71586], [-2.76814, -0.39544, 3.26220]], "atomic_forces_ev_per_a": [[-3.07, -0.27, 0.33], [-0.30, 0.24, 0.08], [-0.03, 4.17, -1.33], [0.19, 0.04, -0.27], [-0.15, -0.37, 1.38], [0.47, -0.26, -0.11], [0.48, 6.83, 1.44], [0.11, 0.00, 0.02], [-0.18, -0.02, -0.08], [1.60, 0.01, 0.50], [0.74, 0.00, 0.18], [0.08, 0.06, -0.09], [0.14, 3.93, 4.12], [0.55, 0.42, 0.26], [0.41, -0.13, -2.12], [0.09, 0.37, 0.35], [0.12, -0.42, 0.11], [-10.63, -5.92, 1.08], [-1.08, 0.01, -0.39], [-0.05, -0.06, 0.18], [2.26, 0.24, -0.11], [0.14, -0.05, 0.14], [-0.17, 0.02, -0.08], [-4.27, 2.61, -0.89], [8.30, -5.36, 1.87], [0.59, 0.42, -0.91], [-1.27, -0.96, -1.24], [-0.35, -0.30, -0.50], [0.19, 0.29, -0.05], [-0.25, 0.13, 0.08], [-0.17, -0.12, 0.21], [-0.16, -0.24, -0.35], [-0.02, 0.12, 0.15], [0.00, -4.27, 1.59], [0.16, -0.16, 0.10], [-0.15, -0.17, 0.09], [-0.07, 0.18, -0.15], [0.10, -0.17, -0.05], [0.14, -0.21, -0.09], [0.31, 0.14, -0.01], [-0.30, 1.27, 0.72], [5.89, 3.09, -0.33], [-0.12, -5.00, -5.87], [-0.27, -0.15, 0.01]], "gap_ev": [7.16, 3.53], "fmax_ha_per_bohr": 0.23763, "total_charge": 3, "multiplicity": 5}